Record 1
Entry from the Open Molecules 2025 dataset: C29H53ClF6I2LiN3O8P as an isolated structure at a distorted geometry (the ωB97M-V functional and the def2-TZVPD basis).

E_LUMO	-4.972	eV
spin multiplicity	1
net charge	+1
calculated total energy	-3906.003876	Ha

CARTESIAN COORDINATES (ANGSTROEM)
C -6.8452 -1.1292 -0.3114
C -5.3395 -1.3006 -0.8049
O -4.6991 -0.0578 -1.0894
P -3.8689 0.5246 0.2726
O -4.5594 -0.0754 1.4669
C -2.1037 -0.1266 0.1079
C -1.2551 0.5712 -1.0252
C 0.3001 0.4144 -1.0091
C 0.7267 1.2769 -2.2912
N 0.4179 2.7300 -2.1637
C 0.7702 -1.0548 -1.4103
C 1.9743 -1.6264 -0.4838
C 3.2535 -1.2549 -1.4183
N 4.4140 -2.1570 -1.2467
C 5.1391 -2.2201 -2.5576
C 2.1121 -3.1940 -0.2930
I 2.6491 -4.2516 1.6106
C 1.9289 -4.1170 -1.3016
C 2.0538 -5.6791 -1.0692
I 1.4960 -3.6283 -3.3506
C 1.7381 -0.7040 0.8350
C 3.2475 -0.6023 1.3829
C 3.4868 -0.2866 2.8974
C 2.8448 1.0075 3.5061
C 3.1725 1.0441 5.0540
F 2.5489 2.2146 5.5145
F 2.5727 -0.0383 5.7420
C 4.7042 1.1814 5.3854
F 5.3960 0.0189 5.3695
F 5.2400 2.1604 4.6041
F 4.7996 1.6522 6.6857
C 0.9676 -1.2723 2.0586
C -0.2889 -2.3008 1.6173
C -1.4810 -2.3975 2.7394
O -0.4181 -3.5124 2.4303
N 1.1351 0.5639 0.2570
C 0.5487 1.6090 1.1574
F 2.1663 1.3777 -0.2719
O -3.9848 2.1715 0.1884
C -3.0354 2.8785 1.0185
C -2.8815 2.3508 2.4931
H -6.9597 -0.2785 0.4266
H -7.1169 -2.0629 0.2648
H -7.5611 -0.9498 -1.1739
H -4.7568 -1.9937 -0.1445
H -5.4254 -1.8402 -1.7968
H -2.2534 -1.2044 -0.2024
H -1.6905 -0.0920 1.1442
H -1.6126 0.1259 -2.0013
H -1.6132 1.6448 -1.0764
H 1.7566 1.0591 -2.6690
H 0.0371 0.9036 -3.1078
H -0.0017 2.9989 -3.0603
H 1.3169 3.2206 -2.1577
H 1.0018 -0.9275 -2.5084
H -0.0139 -1.8725 -1.5012
H 3.0284 -1.3096 -2.5163
H 3.6659 -0.2219 -1.2495
H 5.0646 -1.6336 -0.6536
H 6.2412 -2.3918 -2.3886
H 4.7042 -3.0662 -3.1597
H 5.0695 -1.2269 -3.1066
H 3.1298 -5.8852 -0.7869
H 1.3432 -6.0492 -0.2860
H 1.8579 -6.2660 -2.0016
H 3.8065 -1.5832 1.2004
H 3.8922 0.1415 0.8228
H 4.6092 -0.1719 3.0185
H 3.2404 -1.1433 3.5949
H 3.1944 1.9480 2.9925
H 1.7160 0.9551 3.4775
H 1.4876 -1.9934 2.7316
H 0.4124 -0.5630 2.7172
H -0.6110 -2.3333 0.5072
H -1.2148 -2.3482 3.8201
H -2.4338 -2.9090 2.4451
H 1.4194 2.1708 1.6013
H -0.2027 1.2709 1.9003
H 0.0464 2.4073 0.5317
H -3.4271 3.9351 1.1042
H -2.0214 2.9914 0.5361
H -3.8480 2.3557 3.0542
H -2.3944 1.3483 2.5964
H -2.2008 3.0826 3.0283
C -1.1419 1.4881 6.0352
O -0.4008 0.5530 5.2587
H -1.8851 1.9630 5.3955
H -1.6480 0.9717 6.8539
H -0.4705 2.2512 6.4364
H 0.2490 0.1456 5.8420
C -1.0145 1.6603 -8.6413
O -1.0133 2.4878 -7.4760
C -2.2291 2.7911 -7.0188
O -3.2702 2.4355 -7.4923
O -2.0830 3.5638 -5.9349
C -3.3122 3.9684 -5.3352
H 0.0223 1.4811 -8.9194
H -1.4881 0.7007 -8.4315
H -1.5137 2.1632 -9.4698
H -3.8778 3.1002 -4.9933
H -3.9039 4.5633 -6.0314
H -3.0735 4.5861 -4.4707
Cl 5.1648 -3.5773 0.9037
Li -8.8368 -0.3001 -0.7750

Atoms 1-3, force components in eV/Å:
0.43 -0.05 1.11
-1.28 -0.97 -1.40
1.03 0.88 1.54



Record 2
Entry from the Open Molecules 2025 dataset: a 5-piece molecular cluster, C29H54BCl2N3O15 overall at a distorted geometry (the ωB97M-V functional and the def2-TZVPD basis).

E_LUMO	0.114	eV
SMILES	CCOB(O)[C@@](C)(C#N)[C@@](C#N)(C[C@@H](O)CN)[C@@H](Cl)[C@H](C)Cl.CCOC(=O)OC.CCOC(=O)OC.CCOC(=O)OC.CCOC(=O)OC
spin multiplicity	1
energy relative to the best compared isomer or geometry (same formula, charge and spin)	0.0	kcal/mol
net charge	0
calculated total energy	-3375.609100	Ha

CARTESIAN COORDINATES (ANGSTROEM)
C 6.7547 -8.6332 -1.1420
C 6.5988 -7.8466 -2.4458
O 5.6878 -6.7509 -2.2885
B 4.3611 -7.0028 -2.1799
O 3.7810 -8.0573 -2.8640
C 3.4770 -6.0779 -1.1702
C 2.7551 -7.0592 -0.2157
C 4.4765 -5.3442 -0.3871
N 5.2715 -4.8395 0.2735
C 2.6045 -5.0393 -1.9734
C 3.5764 -4.4044 -2.8972
N 4.3300 -3.9142 -3.6142
C 1.5771 -5.6160 -3.0059
C 0.3856 -6.5221 -2.6622
O 0.7334 -7.8172 -2.1941
C -0.7397 -5.9626 -1.7894
N -0.5546 -6.2035 -0.3533
C 1.9219 -3.8537 -1.1760
Cl 1.7827 -4.1165 0.5801
C 2.4851 -2.4445 -1.4455
C 3.8015 -2.0612 -0.8182
Cl 1.2403 -1.2855 -0.7322
H 6.3996 -8.0285 -0.3098
H 7.8085 -8.8250 -0.9587
H 6.2010 -9.5669 -1.1942
H 7.5565 -7.3987 -2.7018
H 6.3189 -8.4905 -3.2768
H 3.8265 -7.9383 -3.8179
H 1.7955 -6.7147 0.1442
H 2.5953 -8.0185 -0.6968
H 3.3945 -7.2411 0.6476
H 1.1338 -4.7412 -3.4905
H 2.1375 -6.1064 -3.8017
H -0.0956 -6.6627 -3.6378
H 0.8065 -8.4038 -2.9520
H -0.9164 -4.9120 -2.0213
H -1.6437 -6.4778 -2.1207
H -1.2435 -6.8705 -0.0338
H -0.7386 -5.3553 0.1674
H 0.9012 -3.8052 -1.5407
H 2.4311 -2.2037 -2.4950
H 3.8783 -2.3822 0.2149
H 3.9495 -0.9861 -0.8641
H 4.6221 -2.5167 -1.3698
C -2.9893 -2.6895 -7.1962
C -1.7134 -3.0176 -7.9406
O -0.6573 -2.0981 -7.6214
C -0.0473 -2.3074 -6.4589
O -0.2763 -3.2051 -5.6864
O 0.8790 -1.3641 -6.2984
C 1.5720 -1.4468 -5.0526
H -3.2783 -1.6536 -7.3760
H -3.7966 -3.3417 -7.5288
H -2.8606 -2.8209 -6.1228
H -1.8608 -2.9133 -9.0135
H -1.3842 -4.0375 -7.7441
H 1.9810 -2.4441 -4.8989
H 0.9020 -1.1811 -4.2341
H 2.3885 -0.7319 -5.0909
C 0.7431 4.3753 4.5081
C -0.0297 3.0812 4.6301
O -0.7639 2.7863 3.4309
C -0.0445 2.2765 2.4312
O 1.1285 2.0146 2.4617
O -0.8585 2.0912 1.3918
C -0.2104 1.5856 0.2203
H 0.0768 5.1877 4.2155
H 1.2098 4.6307 5.4588
H 1.5241 4.2994 3.7523
H -0.7780 3.1733 5.4156
H 0.6241 2.2489 4.8883
H 0.3546 0.6810 0.4365
H 0.4527 2.3402 -0.2006
H -0.9991 1.3600 -0.4918
C -2.4185 8.4843 8.7822
C -3.1701 7.1733 8.8589
O -3.8932 6.9009 7.6480
C -3.1596 6.4382 6.6379
O -1.9791 6.2057 6.6632
O -3.9621 6.2705 5.5872
C -3.2874 5.8442 4.4007
H -3.0966 9.2962 8.5172
H -1.9589 8.7106 9.7441
H -1.6342 8.4414 8.0278
H -3.9307 7.2148 9.6361
H -2.5040 6.3411 9.0840
H -2.6882 4.9550 4.5824
H -2.6590 6.6483 4.0189
H -4.0506 5.6118 3.6637
C -5.7043 9.0460 3.5335
C -5.6276 8.1615 2.3077
O -5.7929 8.9109 1.0942
C -4.7170 9.5850 0.6942
O -3.6387 9.5863 1.2286
O -5.0338 10.2476 -0.4183
C -3.9802 11.0611 -0.9401
H -6.6323 9.6189 3.5298
H -5.6671 8.4383 4.4382
H -4.8747 9.7514 3.5579
H -6.4433 7.4411 2.3155
H -4.6895 7.6088 2.2735
H -3.0703 10.4809 -1.0733
H -3.7896 11.9032 -0.2768
H -4.3274 11.4255 -1.9022

Atoms 1-3, force components in eV/Å:
-0.09 0.22 -0.34
0.64 0.27 -0.01
-0.27 -0.36 0.39



Record 3
Entry from the Open Molecules 2025 dataset: C29H55AlCl4CsMgN2O11S as an isolated structure at a distorted geometry (the ωB97M-V functional and the def2-TZVPD basis).

E_LUMO	-6.945	eV
spin multiplicity	1
net charge	+1
calculated total energy	-4775.052248	Ha

CARTESIAN COORDINATES (ANGSTROEM)
C -0.3434 2.1001 2.7552
C -1.5195 1.7683 1.6104
C -0.7431 1.8330 0.1672
C -2.6314 3.0018 1.8165
C -2.1315 0.3138 2.0232
C -2.8019 -0.5668 0.8278
C -3.7145 0.2555 -0.2515
C -3.8526 -1.6313 1.5795
C -1.6380 -1.5311 0.1511
C -0.8624 -1.2412 -1.2653
C 0.3284 -2.1809 -1.9053
C 0.8097 -3.5264 -1.0991
O 1.9140 -4.4266 -1.5705
C 2.9626 -4.2206 -0.5357
C 4.4701 -3.9983 -1.1409
O 5.1153 -2.9511 -0.2832
C 5.5162 -3.5143 1.0155
C 6.3223 -2.3945 1.9608
N 7.4818 -1.7378 1.2399
C 8.3874 -1.2342 2.3829
C 9.1216 0.1970 2.0036
O 8.9975 1.2949 2.7917
O 9.8822 0.2202 0.7287
C 0.0191 -3.9014 0.3226
C -1.1856 -2.9304 0.9481
H 0.5631 1.3842 2.4625
H 0.0735 3.1924 2.6656
H -0.6692 1.7891 3.8393
H -1.4795 1.8554 -0.7731
H -0.1984 2.8951 0.1359
H 0.1033 1.0387 0.0204
H -2.5150 3.3690 2.9435
H -3.7354 2.6471 1.6095
H -2.2879 3.8921 1.1396
H -2.8804 0.4606 2.9098
H -1.2216 -0.3293 2.4516
H -3.5457 -0.1186 -1.3723
H -4.8677 0.0361 -0.0340
H -3.5547 1.4133 -0.2741
H -4.0985 -2.5520 0.8634
H -4.8337 -1.0534 1.8799
H -3.3234 -1.9719 2.5746
H -1.1579 -0.2552 -1.8597
H 0.8159 -1.8526 -2.9196
H 2.9807 -5.1231 0.2235
H 2.7280 -3.2597 0.1309
H 5.1175 -4.9841 -1.1580
H 4.4772 -3.6028 -2.2667
H 4.6096 -3.8748 1.6895
H 6.2307 -4.4329 0.8749
H 5.5760 -1.5403 2.3315
H 6.6497 -3.0097 2.9283
H 7.0687 -0.8482 0.8304
H 7.6767 -1.0214 3.3143
H 9.1339 -2.0760 2.7228
H 0.3579 -4.8909 0.8928
H -1.6377 -3.2809 1.9688
C 5.1711 -6.4866 3.8441
N 3.7948 -6.5986 3.2902
O 2.8666 -6.7129 4.0991
O 3.6851 -6.5687 2.0589
H 5.1176 -6.5274 4.9341
H 5.7521 -7.3251 3.4550
H 5.5825 -5.5307 3.5137
Mg -0.8567 -4.2988 3.2659
Cl 1.1050 -5.5765 5.1985
Cs 5.8976 -4.3249 5.3254
O -2.4227 4.3085 -1.8208
S -2.2164 4.0280 -3.2254
O -1.1834 3.1252 -3.6861
O -2.0792 5.4361 -4.0338
C -1.1169 6.3828 -3.5939
C 0.2799 6.0038 -4.0493
C -3.7633 3.5177 -3.9325
H -1.1591 6.5070 -2.5071
H -1.3886 7.3454 -4.0396
H 0.6248 5.0966 -3.5440
H 0.9897 6.8058 -3.8272
H 0.2965 5.8009 -5.1248
H -4.5374 4.2302 -3.6419
H -4.0023 2.5255 -3.5435
H -3.6599 3.4765 -5.0185
Cl -2.0860 6.5604 -5.4942
C -2.4525 6.9642 -8.9367
Cl -1.1341 7.7228 -9.8373
Cl -3.2471 5.7153 -9.9031
H -2.0477 6.5083 -8.0297
H -3.1866 7.7281 -8.6695
Al 0.6355 -7.8424 3.8181
C -7.1169 1.0812 4.2508
C -6.0429 2.1656 4.0629
C -6.5822 3.2583 3.1249
O -4.9991 1.6058 3.4763
H -7.4072 0.6085 3.3032
H -6.7744 0.2901 4.9294
H -8.0238 1.5155 4.6884
H -5.9255 2.6448 5.0454
H -6.8522 2.8670 2.1352
H -5.8478 4.0608 2.9795
H -7.4833 3.7151 3.5509
C 0.3327 -2.9072 -5.3697
O -0.1676 -1.7552 -4.9484
H 1.1335 -3.3626 -4.7627
H -0.3640 -3.7579 -5.4603
H 0.8013 -2.9197 -6.3684

Atoms 1-3, force components in eV/Å:
0.72 -1.30 -1.09
0.68 0.79 1.23
-0.09 1.37 -0.27



Record 4
Entry from the Open Molecules 2025 dataset: C29H55AsBHgN10SSi3 as an isolated structure (the ωB97M-V functional and the def2-TZVPD basis).

E_LUMO	-2.104	eV
spin multiplicity	1
net charge	+1
calculated total energy	-5366.401948	Ha

CARTESIAN COORDINATES (ANGSTROEM)
Hg -0.4649 -0.6475 0.4205
C 2.8501 -1.1600 -1.7130
C 2.9324 -0.5028 -0.3790
C 4.0296 0.1427 0.1947
C 3.6185 0.4845 1.4654
N 2.3534 0.0736 1.6256
N 1.9211 -0.5252 0.4921
B 1.6096 -0.1401 2.9569
N 1.2003 -1.6272 2.9821
C 1.7876 -2.6222 3.6670
C 1.0292 -3.7602 3.5149
C -0.0295 -3.3774 2.6833
C -1.1841 -4.2042 2.2422
N 0.1064 -2.0953 2.3502
N 0.3231 0.7223 3.1014
C 0.0139 1.5064 4.1459
C -1.3180 1.8461 4.0674
C -1.7770 1.2192 2.9087
C -3.1462 1.2011 2.3347
N -0.7709 0.5605 2.3356
N 2.4688 0.1728 4.1563
C 2.2052 -0.2310 5.4258
C 2.9272 0.5503 6.2883
C 3.6129 1.4563 5.4538
C 4.4883 2.5906 5.8526
N 3.3200 1.2163 4.1891
H 3.3529 -0.5636 -2.4706
H 1.8104 -1.3071 -1.9973
H 3.3367 -2.1342 -1.6691
H 4.9892 0.3054 -0.2497
H 4.1110 0.9939 2.2711
H 2.7065 -2.4768 4.1974
H 1.1962 -4.7291 3.9405
H -1.6446 -4.6933 3.0995
H -0.8601 -4.9817 1.5504
H -1.9274 -3.5768 1.7559
H 0.7407 1.8039 4.8697
H -1.8837 2.4508 4.7443
H -3.6792 2.1195 2.5667
H -3.7077 0.3670 2.7539
H -3.0833 1.0713 1.2532
H 1.5139 -1.0212 5.6315
H 2.9544 0.4932 7.3580
H 5.2350 2.2719 6.5780
H 3.8813 3.3704 6.3144
H 4.9799 3.0037 4.9758
S -1.7098 -2.6608 -0.9110
C -0.6748 -3.5348 -1.9221
N -1.1748 -3.9800 -3.0760
C -0.4414 -4.8141 -4.0075
C 0.6443 -5.5570 -3.2391
C 1.4782 -4.5388 -2.4673
N 0.5943 -3.7830 -1.6016
H -2.1395 -3.7512 -3.2653
H -0.0006 -4.1884 -4.7927
H -1.1334 -5.5149 -4.4773
H 1.2692 -6.1357 -3.9166
H 0.1730 -6.2381 -2.5282
H 1.9886 -3.8615 -3.1629
H 2.2336 -5.0373 -1.8585
H 0.9294 -3.4677 -0.7027
C -4.8989 1.1265 -0.6690
Si -3.6252 1.1578 -2.0918
C -3.7209 -0.4451 -3.1287
C -3.9814 2.7304 -3.1231
As -1.3129 1.2146 -1.3389
Si -0.1547 1.0759 -3.4371
C -0.0486 -0.7613 -3.9943
C -0.9546 2.0509 -4.8743
C 1.5835 1.8045 -3.1262
Si -0.6749 3.4174 -0.5836
C -0.6705 4.7051 -2.0053
C 1.0488 3.1978 0.2055
C -1.9228 4.0017 0.7337
H -5.9091 1.1036 -1.0659
H -4.8297 2.0104 -0.0415
H -4.7871 0.2538 -0.0338
H -4.7327 -0.6703 -3.4517
H -3.3683 -1.2851 -2.5340
H -3.0948 -0.3774 -4.0154
H -5.0194 3.0256 -3.0113
H -3.8047 2.5797 -4.1812
H -3.3660 3.5657 -2.7991
H -0.8167 -1.0039 -4.7220
H -0.1856 -1.4230 -3.1428
H 0.9109 -0.9854 -4.4489
H -1.8815 1.6020 -5.2181
H -0.2701 2.0677 -5.7175
H -1.1647 3.0813 -4.6043
H 1.9893 1.4654 -2.1769
H 1.5413 2.8887 -3.0960
H 2.2780 1.5291 -3.9144
H -0.0826 4.3860 -2.8609
H -0.2513 5.6400 -1.6444
H -1.6772 4.9186 -2.3552
H 1.8574 3.4342 -0.4779
H 1.1739 2.1656 0.5259
H 1.1751 3.8187 1.0870
H -2.9513 3.8114 0.4373
H -1.8237 5.0679 0.9103
H -1.7422 3.4996 1.6784

Atoms 1-3, force components in eV/Å:
0.05 -0.20 -0.45
-0.14 0.06 0.15
-0.09 0.17 0.11



What is the E_LUMO in the fourth record? -2.104 eV